Formula: C24H40MoN11P
Source: the OMol25 dataset
Level of theory: ωB97M-V with the def2-TZVPD basis set

XYZ file:
```
77
Properties=species:S:1:pos:R:3
Mo 0.20 -0.17 -0.01
C 1.17 1.90 1.82
N 1.94 0.91 2.54
C 2.87 1.41 3.58
C 3.81 0.22 3.79
N 3.43 -0.72 2.71
C 4.22 -1.96 2.60
C 2.37 -0.28 2.07
N 1.64 -0.93 1.06
C 2.03 -2.29 0.58
C 0.84 -2.96 -0.08
N 0.00 -1.95 -0.77
C -0.94 -2.29 -1.75
N -1.72 -1.33 -2.28
C -1.46 0.09 -2.23
C -2.52 -1.87 -3.40
C -2.26 -3.38 -3.29
N -1.22 -3.48 -2.23
C -0.75 -4.83 -1.86
H 1.81 2.62 1.31
H 0.50 2.42 2.49
H 0.51 1.48 1.04
H 2.31 1.68 4.48
H 3.39 2.30 3.21
H 3.67 -0.27 4.75
H 4.86 0.48 3.68
H 5.19 -1.74 3.04
H 4.38 -2.25 1.57
H 3.76 -2.77 3.18
H 2.36 -2.92 1.40
H 2.86 -2.19 -0.13
H 0.23 -3.47 0.67
H 1.20 -3.71 -0.77
H -1.22 0.50 -1.22
H -2.39 0.62 -2.43
H -0.71 0.42 -2.94
H -2.16 -1.46 -4.35
H -3.57 -1.61 -3.28
H -1.88 -3.82 -4.21
H -3.14 -3.94 -2.97
H -1.48 -5.53 -2.24
H -0.69 -4.95 -0.79
H 0.21 -5.05 -2.34
C -4.73 0.30 2.30
N -4.39 -1.01 1.72
C -4.03 -1.94 2.79
N -2.91 -1.43 3.59
C -3.26 -0.12 4.14
N -3.62 0.84 3.09
C -2.51 1.26 2.30
P -1.80 -0.27 1.40
C -3.45 -0.95 0.67
C -1.66 -1.47 2.91
H -5.59 0.17 2.96
H -5.00 1.00 1.51
H -3.78 -2.92 2.37
H -4.89 -2.06 3.45
H -2.42 0.27 4.73
H -4.11 -0.25 4.80
H -1.72 1.69 2.93
H -2.80 1.99 1.55
H -3.24 -1.93 0.24
H -3.77 -0.26 -0.12
H -0.84 -1.11 3.53
H -1.43 -2.47 2.54
N 4.58 3.54 -4.86
C 3.89 2.99 -4.13
C 3.03 2.30 -3.21
C 2.13 3.01 -2.41
C 1.33 2.32 -1.54
N 1.38 0.97 -1.41
C 2.25 0.28 -2.20
C 3.08 0.91 -3.10
H 2.05 4.09 -2.48
H 0.61 2.84 -0.93
H 2.26 -0.79 -2.11
H 3.76 0.33 -3.71
```

Charge: +4
Lowest unoccupied orbital energy (spin up / spin down): -13.774 / -13.798 eV